The following is a quantum chemistry calculation of a structure of composition C38H49ClN3O5SiSm at a distorted geometry, from the OMol25 dataset.

Computed properties:
Kohn-Sham gap (spin up / spin down) = 8.00 / 8.01 eV
highest occupied orbital energy (spin up / spin down) = -0.284 / -0.284 Ha
E_LUMO (spin up / spin down) = 0.28 / 0.28 eV
calculated total energy = -3425.6427 Ha
maximum force = 2.00 eV/Å

The geometry in ORCA input format:
```
! RIJCOSX wB97M-V def2-TZVPD def2/J DEFGRID3
* xyz 0 6
O 0.06 0.52 -1.87
C 0.81 0.46 -3.01
C -0.04 -0.17 -4.15
C -1.26 -0.81 -3.87
H -1.62 -0.82 -2.84
C -2.00 -1.42 -4.89
H -2.96 -1.86 -4.66
C -1.51 -1.43 -6.20
H -2.07 -1.92 -7.00
C -0.27 -0.85 -6.48
H 0.14 -0.87 -7.48
C 0.45 -0.20 -5.47
H 1.41 0.29 -5.66
H 1.10 1.47 -3.36
C 3.19 0.42 -1.93
C 2.12 -0.29 -2.73
H 4.15 -0.09 -2.07
H 2.99 0.39 -0.85
H 3.30 1.48 -2.21
C 2.15 -1.60 -2.99
C 3.24 -2.55 -2.60
H 1.27 -2.09 -3.44
H 3.73 -3.03 -3.48
H 2.81 -3.37 -2.01
H 4.00 -2.04 -1.98
Sm -0.01 -0.13 0.32
Cl 1.03 -2.45 -0.21
C 0.40 -1.99 2.96
O 1.04 -0.96 2.61
N 0.01 -2.34 4.20
C 0.09 -1.38 5.31
C -0.11 -3.75 4.56
H 0.06 -2.69 2.18
H 0.12 -0.36 4.92
H 0.98 -1.57 5.94
H -0.80 -1.48 5.95
H -0.22 -4.32 3.63
H -0.98 -3.95 5.20
H 0.78 -4.12 5.11
H -4.52 2.21 -2.77
H -5.19 1.02 -0.52
C -3.64 1.56 -2.70
C -4.17 0.59 -0.46
N -3.26 1.37 -1.31
H -2.79 2.02 -3.22
C -2.32 2.23 -0.83
O -1.54 2.01 0.12
H -3.83 0.56 0.58
H -2.29 3.18 -1.39
H -3.88 0.59 -3.16
H -4.24 -0.44 -0.86
H 2.94 3.90 2.48
H 1.65 5.82 1.06
C 3.18 3.53 1.48
C 1.83 5.18 0.18
N 2.08 3.80 0.58
H 3.32 2.44 1.52
C 1.24 2.80 0.30
O 1.39 1.65 0.80
H 0.94 5.19 -0.46
H 0.41 3.04 -0.37
H 4.07 4.03 1.09
H 2.69 5.58 -0.36
O -1.83 -0.41 1.54
Si -2.66 -0.04 2.89
C -4.29 0.77 3.47
C -4.36 0.58 4.87
C -5.23 1.32 5.66
C -6.13 2.19 5.04
C -6.17 2.28 3.64
C -5.29 1.54 2.84
C -3.62 -1.81 3.04
C -2.96 -3.00 2.70
C -3.58 -4.25 2.84
C -4.92 -4.34 3.23
C -5.65 -3.16 3.41
C -5.01 -1.92 3.26
C -1.67 1.64 3.48
C -2.36 2.84 3.70
C -1.75 4.03 4.15
C -0.36 4.10 4.23
C 0.37 2.96 3.87
C -0.27 1.77 3.49
H -3.73 -0.18 5.35
H -5.19 1.20 6.75
H -6.81 2.79 5.65
H -6.91 2.93 3.16
H -5.37 1.57 1.75
H -1.95 -2.94 2.27
H -3.01 -5.16 2.63
H -5.41 -5.31 3.35
H -6.71 -3.19 3.67
H -5.63 -1.03 3.31
H -3.43 2.88 3.51
H -2.38 4.88 4.43
H 0.13 5.03 4.55
H 1.46 3.01 3.90
H 0.33 0.92 3.17
*
```

***

The following is a quantum chemistry calculation of a structure of composition C38H49N9O4Os at a distorted geometry, from the OMol25 dataset.

Computed properties:
Kohn-Sham gap = 6.70 eV
highest occupied orbital energy = -0.427 Ha
E_LUMO = -4.93 eV
calculated total energy = -2361.3190 Ha
maximum force = 1.36 eV/Å

The geometry in ORCA input format:
```
! RIJCOSX wB97M-V def2-TZVPD def2/J DEFGRID3
* xyz 2 1
Os -0.47 0.55 1.18
C 0.96 0.51 5.34
C 0.24 0.16 4.08
O 0.28 0.89 3.11
C -0.46 -1.19 4.05
C -1.75 -1.99 2.01
C -2.19 -3.41 1.90
N -1.34 -1.27 1.03
N -1.58 -1.79 -0.22
C -1.46 -0.81 -1.10
O -1.07 0.36 -0.76
C -1.79 -1.07 -2.51
C -1.83 -0.01 -3.41
C -2.11 -0.24 -4.75
C -2.33 -1.53 -5.20
C -2.30 -2.60 -4.31
C -2.04 -2.37 -2.97
H 1.56 1.40 5.19
H 1.60 -0.32 5.65
H 0.24 0.67 6.14
H -0.71 -1.44 5.08
H -2.24 -3.92 2.86
H -1.47 -3.93 1.27
H -3.16 -3.50 1.40
H -1.64 1.00 -3.05
H -2.16 0.59 -5.44
H -2.55 -1.71 -6.24
H -2.49 -3.60 -4.66
H -2.06 -3.19 -2.26
C -4.77 0.98 3.83
N -3.52 0.24 4.03
C -3.40 -0.79 5.04
C -2.82 -1.92 4.23
N -1.82 -1.24 3.30
C 0.52 -2.22 3.50
C -2.54 0.14 3.09
N -2.16 0.93 2.16
C -2.54 2.36 2.06
C -1.23 3.15 2.15
N -0.29 2.72 1.11
C 0.36 3.63 0.41
N 0.47 4.97 0.68
C 0.18 5.71 1.89
C 1.22 5.67 -0.35
C 1.64 4.57 -1.32
N 1.04 3.38 -0.74
C 1.16 2.16 -1.51
H -5.59 0.37 4.20
H -4.93 1.16 2.77
H -4.77 1.92 4.37
H -4.38 -1.06 5.43
H -2.78 -0.48 5.88
H -3.59 -2.36 3.61
H -2.31 -2.70 4.80
H 1.44 -2.17 4.10
H 0.79 -1.98 2.47
H 0.14 -3.23 3.59
H -3.21 2.69 2.86
H -3.02 2.49 1.10
H -0.80 2.97 3.14
H -1.50 4.20 2.10
H 0.55 5.20 2.78
H -0.87 5.96 2.01
H 0.71 6.66 1.82
H 2.09 6.17 0.09
H 0.60 6.44 -0.83
H 2.72 4.45 -1.38
H 1.26 4.73 -2.33
H 2.20 2.04 -1.82
H 0.53 2.21 -2.40
H 0.87 1.31 -0.92
C 1.43 0.17 -4.93
O 1.36 -0.85 -3.93
C 1.81 -2.08 -4.27
C 2.36 -2.42 -5.50
C 2.79 -3.71 -5.74
C 2.70 -4.69 -4.76
C 2.17 -4.35 -3.52
C 1.74 -3.06 -3.28
N 1.13 -2.74 -2.02
C 1.50 -1.86 -1.12
C 2.64 -1.07 -0.99
C 3.80 -1.15 -1.83
C 4.91 -0.41 -1.55
C 4.91 0.43 -0.41
C 3.83 0.53 0.41
C 2.63 -0.19 0.14
O 1.62 -0.04 0.93
H 1.00 1.06 -4.48
H 0.85 -0.11 -5.81
H 2.47 0.37 -5.21
H 2.44 -1.68 -6.29
H 3.21 -3.96 -6.70
H 3.04 -5.70 -4.94
H 2.09 -5.09 -2.73
H 0.24 -3.18 -1.84
H 0.79 -1.76 -0.31
H 3.80 -1.82 -2.67
H 5.79 -0.48 -2.17
H 5.80 1.00 -0.18
H 3.83 1.18 1.28
*
```

***

The following is a quantum chemistry calculation of a structure of composition C38H50BBeBr3CaCl5F2NNaO12P at a distorted geometry, from the OMol25 dataset.

Computed properties:
Kohn-Sham gap = 1.72 eV
highest occupied orbital energy = -0.210 Ha
E_LUMO = -3.99 eV
calculated total energy = -13878.8170 Ha
maximum force = 2.52 eV/Å

The geometry in ORCA input format:
```
! RIJCOSX wB97M-V def2-TZVPD def2/J DEFGRID3
* xyz 0 1
C -0.75 -4.04 4.92
C -0.85 -4.21 3.41
C -0.12 -3.08 2.65
C -1.04 -2.04 2.04
O -0.59 -0.72 2.41
C -1.29 0.25 1.75
C -2.48 0.79 2.23
B -3.09 0.35 3.62
O -4.05 1.18 4.17
O -2.70 -0.77 4.30
C -1.92 -0.40 5.44
C -3.10 1.75 1.46
C -2.62 2.24 0.25
C -3.42 3.33 -0.43
C -4.49 2.84 -1.43
C -5.19 1.64 -0.89
F -5.38 3.91 -1.57
C -1.43 1.70 -0.21
C -0.77 0.71 0.55
C 0.51 0.19 0.05
O 0.84 -0.96 0.08
C 1.39 1.24 -0.58
C 0.74 2.18 -1.34
C 1.38 3.18 -1.99
C 2.75 3.29 -1.85
N 3.45 4.34 -2.53
C 3.43 2.37 -1.04
C 4.95 2.54 -0.85
C 5.22 2.99 0.62
C 6.35 2.17 1.26
F 5.96 1.48 2.38
C 2.78 1.30 -0.41
C 3.48 0.25 0.42
C 3.80 -1.00 -0.41
C 4.95 -0.86 -1.42
C 4.40 -0.38 -2.77
O 5.21 0.64 -3.37
C -0.75 2.10 -1.46
O -1.30 2.33 -2.50
H -1.47 -3.32 5.29
H 0.26 -3.80 5.24
H -0.99 -4.99 5.40
H -1.88 -4.27 3.10
H -0.33 -5.14 3.18
H 0.58 -2.59 3.33
H 0.44 -3.54 1.84
H -0.97 -2.11 0.96
H -2.08 -2.21 2.30
H -3.72 2.08 4.29
H -1.02 0.14 5.15
H -2.49 0.23 6.12
H -1.62 -1.28 5.98
H -4.02 2.16 1.84
H -2.74 3.98 -0.98
H -3.85 3.96 0.34
H -4.01 2.62 -2.37
H -5.39 1.78 0.17
H -6.14 1.46 -1.38
H -4.52 0.79 -0.98
H 0.79 3.86 -2.58
H 4.09 4.77 -1.86
H 2.72 5.03 -2.75
H 5.48 1.63 -1.07
H 5.28 3.35 -1.48
H 4.30 2.82 1.21
H 5.46 4.05 0.71
H 7.16 2.82 1.57
H 6.69 1.40 0.57
H 4.40 0.65 0.84
H 2.80 -0.03 1.21
H 4.08 -1.80 0.28
H 2.94 -1.36 -0.95
H 5.78 -0.26 -1.04
H 5.35 -1.86 -1.56
H 3.38 -0.01 -2.68
H 4.36 -1.23 -3.44
H 5.12 0.57 -4.33
Be 6.06 5.73 -0.55
C -5.90 -1.39 0.45
C -5.99 -0.30 1.30
C -7.23 0.23 1.64
C -8.38 -0.34 1.13
C -8.30 -1.43 0.28
C -7.06 -1.96 -0.07
H -4.93 -1.79 0.19
H -5.09 0.14 1.70
H -7.29 1.09 2.30
H -9.35 0.07 1.39
H -9.20 -1.88 -0.12
H -7.02 -2.80 -0.74
O 7.50 -1.21 -3.91
H 8.27 -0.99 -3.38
H 6.93 -0.44 -3.83
O -4.68 1.03 -4.66
P -3.88 -0.20 -4.24
O -4.81 -1.40 -4.08
O -3.16 0.10 -2.92
O -2.88 -0.57 -5.33
Ca 2.88 3.96 0.72
C -4.58 -5.99 -0.01
Cl -2.87 -5.75 0.36
Cl -4.75 -6.59 -1.66
Cl -5.27 -7.16 1.12
Cl -5.43 -4.45 0.16
C 7.65 -4.54 -0.42
Br 7.46 -3.46 -2.00
Br 8.34 -6.29 -0.83
Br 8.71 -3.65 0.92
H 6.66 -4.68 -0.01
C 0.08 0.20 -4.67
O -0.21 -0.55 -5.70
H 0.33 -0.33 -3.74
H 0.94 0.93 -4.83
H -0.75 0.89 -4.38
Cl 4.50 3.96 3.28
Na 4.20 6.62 -3.28
*
```

***

The following is a quantum chemistry calculation of a cluster of 2 separate species, C38H50N2O4 in total at a distorted geometry, from the OMol25 dataset.

Computed properties:
Kohn-Sham gap = 4.74 eV
highest occupied orbital energy = -0.219 Ha
E_LUMO = -1.22 eV
calculated total energy = -1888.4098 Ha
maximum force = 2.46 eV/Å

The geometry in ORCA input format:
```
! RIJCOSX wB97M-V def2-TZVPD def2/J DEFGRID3
* xyz 0 1
C 3.84 3.52 4.24
C 2.86 2.41 3.84
C 2.92 2.08 2.36
C 1.80 1.14 1.87
C 1.91 -0.31 2.15
C 0.77 -1.05 2.71
O 0.77 -2.23 3.04
O -0.35 -0.28 2.72
C -1.45 -0.84 3.47
C -2.73 -0.31 2.89
C 3.16 -0.84 2.72
O 3.30 -1.42 3.79
O 4.25 -0.53 1.96
C 5.45 -1.12 2.51
C 6.58 -0.77 1.59
H 3.64 3.83 5.27
H 4.87 3.17 4.19
H 3.73 4.39 3.59
H 3.06 1.50 4.43
H 1.83 2.72 4.08
H 2.82 3.01 1.78
H 3.89 1.64 2.10
H 0.83 1.46 2.25
H 1.74 1.25 0.78
H -1.41 -1.93 3.38
H -1.32 -0.56 4.52
H -3.57 -0.70 3.46
H -2.76 0.79 2.93
H -2.84 -0.63 1.85
H 5.62 -0.75 3.53
H 5.31 -2.21 2.56
H 7.48 -1.33 1.88
H 6.34 -1.02 0.55
H 6.82 0.30 1.65
C -2.64 -5.69 -1.20
C -1.84 -6.60 -0.28
N -0.54 -6.08 0.06
C 0.34 -7.09 0.61
C 1.59 -6.55 1.28
C 2.17 -5.34 0.55
C 1.11 -4.33 0.25
C -0.22 -4.76 -0.02
C -1.20 -3.80 -0.37
C -0.87 -2.45 -0.35
C 0.45 -2.00 -0.11
C 0.85 -0.63 -0.27
C 0.03 0.26 -0.98
C 0.29 1.59 -1.29
C -0.64 2.46 -1.96
C -1.99 2.10 -2.21
C -2.87 2.95 -2.86
C -2.45 4.26 -3.25
N -3.33 5.15 -3.79
C -4.70 4.81 -4.11
C -4.95 3.32 -4.25
C -4.28 2.52 -3.14
C -3.05 6.55 -3.99
C -1.75 7.02 -3.36
C -0.64 5.98 -3.49
C -1.09 4.63 -3.04
C -0.23 3.75 -2.42
C 1.41 -2.98 0.24
C -2.58 -4.23 -0.76
H -2.26 -5.78 -2.22
H -3.68 -6.03 -1.20
H -2.41 -6.79 0.64
H -1.70 -7.58 -0.76
H -0.23 -7.70 1.32
H 0.63 -7.77 -0.22
H 1.34 -6.26 2.31
H 2.33 -7.35 1.33
H 2.95 -4.88 1.16
H 2.64 -5.67 -0.39
H -1.67 -1.72 -0.55
H 1.93 -0.43 -0.19
H -0.88 -0.16 -1.43
H 1.28 2.00 -1.07
H -2.37 1.14 -1.86
H -5.36 5.23 -3.33
H -4.97 5.33 -5.05
H -6.03 3.16 -4.23
H -4.58 2.99 -5.22
H -4.28 1.46 -3.42
H -4.88 2.60 -2.22
H -3.04 6.75 -5.07
H -3.89 7.14 -3.58
H -1.45 7.96 -3.84
H -1.93 7.23 -2.30
H -0.31 5.94 -4.54
H 0.23 6.29 -2.90
H 0.81 4.05 -2.26
H 2.43 -2.66 0.46
H -2.94 -3.60 -1.58
H -3.27 -4.06 0.08
*
```